Below is one molecule with the formula C3H6N2O, with properties calculated with ωB97M-V/def2-TZVPD.

CARTESIAN COORDINATES (ANGSTROEM)
C1 1.5305 -0.5231 0.1546
N1 0.5966 0.4079 -0.4919
C2 -0.7575 0.0802 -0.4235
N2 -1.3380 -0.8383 -1.0852
C3 -1.5901 0.8594 0.5639
O1 -1.1222 1.7575 1.2245
H1 0.9903 -1.3572 0.6167
H2 2.0750 -0.0034 0.9494
H3 2.2575 -0.9333 -0.5522
H4 0.7383 1.3533 -0.1645
H5 -0.6507 -1.2320 -1.7342
H6 -2.6430 0.5339 0.6502

Output
E_HOMO (Ha): -0.3560
Strongest force on any atom (Eh/bohr): 0.011
SMILES: [H]/N=C(/C=O)NC
ΔE to the lowest compared entry with this formula, charge and spin (kJ/mol): 162.2
Gap between HOMO and LUMO (Ha): 0.35567
2S+1: 1